Entry 1:
Entry from the Open Molecules 2025 dataset: a structure of composition C28H54ClOPPdSi at a distorted geometry (ωB97M-V/def2-TZVPD).

Last column: Löwdin charge in e.
Element x y z (Å)
Pd (-0.49, -2.02, 0.02)  0.70
Cl (1.39, -3.52, -1.19)  -0.03
P (0.60, -0.04, -0.84)  1.08
C (-2.06, -2.40, -0.90)  -0.26
H (-2.91, -2.02, -0.29)  -0.01
H (-2.21, -3.49, -0.69)  0.01
C (0.74, 1.47, 0.24)  -0.39
C (-0.44, 0.39, -2.31)  -0.41
C (-0.62, 2.07, 0.55)  -0.16
H (1.16, 1.05, 1.17)  0.12
C (-0.52, 3.16, 1.61)  -0.19
H (-1.10, 2.47, -0.36)  0.11
H (-1.42, 1.19, 0.93)  0.06
C (0.50, 4.25, 1.24)  -0.18
H (-1.51, 3.61, 1.75)  0.11
H (-0.23, 2.69, 2.56)  0.12
C (1.84, 3.69, 0.76)  -0.18
H (0.07, 4.89, 0.46)  0.12
H (0.67, 4.89, 2.12)  0.11
C (1.69, 2.56, -0.27)  -0.19
H (2.44, 4.49, 0.32)  0.11
H (2.40, 3.29, 1.62)  0.12
H (1.29, 2.99, -1.21)  0.10
H (2.68, 2.15, -0.51)  0.09
C (2.31, -0.43, -1.47)  -0.47
C (-0.25, 1.80, -2.86)  -0.22
H (-0.08, -0.35, -3.06)  0.13
C (-1.04, 1.99, -4.16)  -0.19
H (-0.59, 2.54, -2.13)  0.10
H (0.81, 2.02, -3.06)  0.09
C (-2.53, 1.67, -3.97)  -0.21
H (-0.92, 3.02, -4.51)  0.11
H (-0.62, 1.33, -4.93)  0.12
C (-2.77, 0.31, -3.30)  -0.19
H (-2.99, 2.46, -3.37)  0.11
H (-3.03, 1.68, -4.95)  0.11
C (-1.92, 0.12, -2.05)  -0.25
H (-3.83, 0.21, -3.04)  0.11
H (-2.53, -0.49, -4.01)  0.12
H (-2.28, 0.76, -1.23)  0.10
H (-2.06, -0.93, -1.65)  0.00
C (3.34, -0.51, -0.33)  -0.22
H (2.17, -1.47, -1.83)  -0.01
C (4.65, -1.11, -0.84)  -0.19
H (3.53, 0.50, 0.08)  0.10
H (2.95, -1.12, 0.50)  0.09
C (5.20, -0.37, -2.07)  -0.20
H (5.39, -1.10, -0.04)  0.11
H (4.46, -2.16, -1.10)  0.11
C (4.15, -0.16, -3.17)  -0.19
H (5.60, 0.60, -1.76)  0.11
H (6.04, -0.94, -2.49)  0.11
C (2.82, 0.41, -2.64)  -0.21
H (4.54, 0.51, -3.94)  0.11
H (3.94, -1.13, -3.65)  0.12
H (2.98, 1.45, -2.32)  0.10
H (2.09, 0.43, -3.46)  0.10
C (0.08, -1.92, 2.48)  -0.16
C (-0.63, -2.82, 1.85)  -0.35
H (-0.32, -0.93, 2.68)  0.09
C (-0.24, -4.25, 1.53)  -0.24
H (-1.72, -2.59, 1.30)  0.09
C (0.84, -4.66, 2.57)  -0.20
H (-1.15, -4.85, 1.64)  0.11
H (0.17, -4.49, 0.53)  0.00
C (1.96, -3.61, 2.67)  -0.20
H (0.33, -4.75, 3.54)  0.11
H (1.26, -5.66, 2.35)  0.11
C (1.38, -2.23, 3.15)  -0.19
H (2.75, -3.97, 3.36)  0.11
H (2.40, -3.48, 1.67)  0.08
H (1.34, -2.31, 4.24)  0.11
H (2.17, -1.48, 3.00)  0.10
C (-3.05, 1.40, 3.80)  -0.16
Si (-3.47, 0.33, 2.30)  0.32
C (-3.76, -1.44, 2.90)  -0.15
C (-5.06, 1.04, 1.57)  -0.17
O (-2.27, 0.26, 1.21)  -0.24
H (-3.96, 1.62, 4.38)  0.03
H (-2.61, 2.37, 3.50)  0.01
H (-2.33, 0.91, 4.47)  0.03
H (-4.75, -1.54, 3.36)  0.04
H (-3.70, -2.16, 2.07)  0.02
H (-3.00, -1.73, 3.64)  0.03
H (-4.88, 2.06, 1.21)  0.03
H (-5.41, 0.44, 0.72)  0.03
H (-5.86, 1.08, 2.32)  0.03

Values from the calculation:
Spin multiplicity: 5
Electronic energy in eV: -65123.2830
ΔE to the lowest compared entry with this formula, charge and spin in kcal/mol: 83.6
HOMO-LUMO gap (alpha / beta) in eV: 7.214 / 5.786

---

Entry 2:
Entry from the Open Molecules 2025 dataset: a cluster of 3 separate species, C28H54F8N2O8 in total at a distorted geometry (ωB97M-V/def2-TZVPD).

Last column: Löwdin charge in e.
Element x y z (Å)
H (6.66, -3.92, -0.22)  0.04
N (7.62, -3.78, 0.09)  0.13
C (7.72, -2.73, 0.80)  -0.39
C (9.10, -2.39, 1.30)  -0.04
C (6.47, -1.88, 1.06)  -0.08
C (6.66, -0.49, 1.68)  -0.28
O (5.87, 0.53, 1.08)  -0.09
C (4.53, 0.23, 0.78)  -0.22
C (4.26, 0.08, -0.71)  -0.13
C (2.83, -0.36, -0.93)  -0.20
O (2.46, -1.51, -0.18)  -0.13
C (3.07, -2.67, -0.65)  -0.10
C (2.49, -3.89, 0.04)  -0.39
F (2.75, -4.97, -0.75)  0.13
F (1.15, -3.79, 0.22)  0.13
C (3.16, -4.15, 1.41)  -0.33
F (3.22, -2.97, 2.11)  0.13
F (4.43, -4.55, 1.20)  0.14
C (2.42, -5.19, 2.31)  -0.36
F (3.37, -5.79, 3.08)  0.14
F (1.82, -6.13, 1.55)  0.16
C (1.39, -4.51, 3.25)  -0.28
F (0.40, -5.40, 3.51)  0.10
F (1.99, -4.17, 4.41)  0.10
C (6.54, -0.45, 3.23)  -0.32
N (5.17, -0.39, 3.71)  0.08
C (7.26, -1.61, 3.94)  -0.18
C (6.98, -1.62, 5.45)  -0.25
C (7.93, -2.61, 6.15)  -0.10
H (9.78, -2.37, 0.46)  0.08
H (9.43, -3.21, 1.95)  0.09
H (9.16, -1.48, 1.88)  0.05
H (5.84, -2.46, 1.74)  0.10
H (5.94, -1.84, 0.12)  0.09
H (7.68, -0.18, 1.48)  0.14
H (4.13, -0.61, 1.34)  0.10
H (3.94, 1.09, 1.11)  0.13
H (4.35, 1.07, -1.16)  0.13
H (5.00, -0.55, -1.20)  0.11
H (2.17, 0.43, -0.57)  0.12
H (2.59, -0.51, -1.98)  0.13
H (2.95, -2.79, -1.73)  0.15
H (4.15, -2.68, -0.45)  0.12
H (0.94, -3.63, 2.79)  0.16
H (7.05, 0.46, 3.53)  0.15
H (4.60, -1.16, 3.39)  0.07
H (4.73, 0.49, 3.49)  0.08
H (8.34, -1.52, 3.85)  0.11
H (6.92, -2.57, 3.57)  0.12
H (5.97, -1.97, 5.64)  0.09
H (7.06, -0.62, 5.86)  0.11
H (7.39, -3.17, 6.91)  0.06
H (8.28, -3.34, 5.43)  0.06
H (8.76, -2.11, 6.65)  0.07
C (-5.96, 1.16, -1.43)  -0.11
O (-4.90, 0.23, -1.41)  -0.20
C (-4.82, -0.49, -2.63)  -0.21
C (-3.50, -1.23, -2.72)  -0.18
O (-2.42, -0.42, -3.15)  -0.13
C (-1.88, 0.48, -2.20)  -0.18
C (-0.99, -0.19, -1.17)  -0.21
O (-1.77, -0.78, -0.14)  -0.19
C (-1.01, -1.68, 0.63)  -0.11
H (-6.92, 0.66, -1.59)  0.09
H (-5.98, 1.66, -0.46)  0.09
H (-5.82, 1.91, -2.21)  0.09
H (-4.92, 0.19, -3.48)  0.13
H (-5.64, -1.22, -2.66)  0.13
H (-3.61, -2.00, -3.48)  0.13
H (-3.27, -1.73, -1.77)  0.12
H (-2.66, 1.07, -1.71)  0.12
H (-1.26, 1.16, -2.78)  0.13
H (-0.33, 0.56, -0.73)  0.12
H (-0.38, -0.96, -1.67)  0.13
H (-0.68, -2.52, 0.02)  0.07
H (-1.66, -2.06, 1.42)  0.09
H (-0.14, -1.19, 1.08)  0.09
C (-11.03, 4.22, -0.78)  -0.11
O (-10.03, 4.93, -1.48)  -0.20
C (-8.73, 4.52, -1.10)  -0.21
C (-7.70, 5.04, -2.07)  -0.18
O (-7.58, 4.26, -3.25)  -0.14
C (-8.61, 4.40, -4.21)  -0.18
C (-8.53, 5.68, -5.02)  -0.21
O (-9.09, 6.76, -4.29)  -0.20
C (-8.74, 8.00, -4.85)  -0.11
H (-10.94, 4.37, 0.30)  0.09
H (-12.00, 4.60, -1.11)  0.09
H (-10.98, 3.15, -1.01)  0.09
H (-8.67, 3.43, -1.06)  0.13
H (-8.52, 4.92, -0.10)  0.13
H (-6.72, 4.98, -1.59)  0.13
H (-7.89, 6.09, -2.31)  0.12
H (-9.60, 4.29, -3.76)  0.12
H (-8.47, 3.57, -4.91)  0.13
H (-9.09, 5.56, -5.95)  0.13
H (-7.48, 5.89, -5.25)  0.13
H (-7.65, 8.16, -4.81)  0.09
H (-9.23, 8.78, -4.26)  0.09
H (-9.08, 8.08, -5.89)  0.09

Values from the calculation:
Electronic energy in eV: -71007.4777
HOMO-LUMO gap in eV: 9.598
SMILES: [H]/N=C(/C)C[C@@H](OCCCOCC(F)(F)C(F)(F)C(F)(F)C(F)F)[C@@H](N)CCC.COCCOCCOC.COCCOCCOC

---

Entry 3:
Entry from the Open Molecules 2025 dataset: a structure of composition C28H54LuP2Si at a distorted geometry (ωB97M-V/def2-TZVPD).

Last column: Löwdin charge in e.
Element x y z (Å)
Lu (-1.27, 1.04, -0.76)  1.35
C (-0.83, 3.00, -2.08)  -0.34
C (-0.71, 1.86, -2.95)  -0.34
C (-2.93, 2.02, -2.28)  -0.31
C (-2.21, 3.10, -1.69)  -0.32
C (-2.00, 1.25, -3.07)  -0.34
C (0.23, 3.98, -1.73)  -0.04
H (1.22, 3.60, -2.00)  0.07
H (0.23, 4.22, -0.66)  0.08
H (0.09, 4.95, -2.26)  0.10
C (-2.81, 4.21, -0.91)  -0.02
H (-2.03, 4.87, -0.51)  0.08
H (-3.41, 3.82, -0.07)  0.05
H (-3.49, 4.82, -1.53)  0.10
C (-4.39, 1.78, -2.16)  -0.02
H (-4.98, 2.55, -2.67)  0.10
H (-4.70, 1.77, -1.11)  0.05
H (-4.66, 0.82, -2.62)  0.08
C (-2.37, 0.11, -3.94)  -0.05
H (-2.88, 0.45, -4.86)  0.10
H (-3.06, -0.59, -3.45)  0.07
H (-1.48, -0.45, -4.26)  0.07
C (0.49, 1.50, -3.74)  -0.04
H (0.44, 1.93, -4.75)  0.10
H (0.59, 0.41, -3.87)  0.07
H (1.42, 1.86, -3.28)  0.07
C (4.71, -1.34, 2.48)  -0.11
C (5.38, -0.75, 1.48)  -0.14
C (6.35, -1.42, 0.55)  -0.18
C (6.04, -2.89, 0.18)  -0.19
C (4.61, -3.14, -0.20)  -0.10
C (3.62, -3.50, 0.62)  -0.15
C (3.70, -3.65, 2.11)  -0.18
C (4.75, -2.79, 2.84)  -0.19
H (7.37, -1.39, 0.98)  0.13
H (6.40, -3.56, 0.96)  0.10
H (6.39, -0.83, -0.38)  0.11
H (5.75, -3.23, 2.71)  0.11
H (4.14, -0.72, 3.18)  0.10
H (5.36, 0.35, 1.39)  0.10
H (4.53, -2.86, 3.92)  0.12
H (2.71, -3.40, 2.53)  0.10
H (2.66, -3.82, 0.19)  0.09
H (3.89, -4.71, 2.37)  0.13
H (6.65, -3.11, -0.72)  0.11
H (4.43, -3.11, -1.28)  0.11
P (1.18, 0.51, 0.40)  0.80
P (-0.97, -1.72, -0.78)  0.78
C (1.30, -1.27, 0.90)  -0.40
C (0.07, -2.17, 0.69)  -0.39
H (1.58, -1.27, 1.97)  0.08
H (2.16, -1.67, 0.35)  0.05
H (0.39, -3.21, 0.54)  0.08
H (-0.59, -2.14, 1.58)  0.09
C (-2.51, -2.67, -0.57)  -0.25
H (-3.06, -2.61, -1.52)  0.05
H (-3.12, -2.24, 0.23)  0.02
H (-2.26, -3.72, -0.35)  0.06
C (-0.16, -2.68, -2.12)  -0.25
H (0.03, -3.71, -1.77)  0.06
H (0.79, -2.21, -2.41)  0.04
H (-0.83, -2.69, -2.98)  0.04
C (1.46, 1.37, 2.00)  -0.26
H (1.49, 2.45, 1.80)  0.05
H (2.41, 1.04, 2.44)  0.05
H (0.61, 1.15, 2.67)  0.04
C (2.82, 0.80, -0.38)  -0.25
H (2.84, 0.38, -1.39)  0.04
H (3.63, 0.35, 0.21)  0.01
H (2.98, 1.88, -0.45)  0.05
C (-3.93, 0.93, 3.98)  -0.20
Si (-3.96, 1.07, 2.10)  0.38
C (-4.92, -0.42, 1.46)  -0.20
C (-4.98, 2.60, 1.69)  -0.20
C (-2.22, 1.14, 1.40)  -0.42
H (-4.95, 0.87, 4.39)  0.03
H (-3.43, 1.80, 4.43)  0.03
H (-3.38, 0.04, 4.30)  0.03
H (-5.96, -0.38, 1.83)  0.04
H (-4.97, -0.46, 0.35)  0.02
H (-4.49, -1.37, 1.81)  0.02
H (-4.49, 3.53, 2.02)  0.04
H (-5.21, 2.71, 0.62)  0.00
H (-5.94, 2.53, 2.22)  0.04
H (-1.74, 2.10, 1.71)  -0.01
H (-1.63, 0.34, 1.92)  -0.04

Values from the calculation:
Electronic energy in eV: -89983.9900
ΔE to the lowest compared entry with this formula, charge and spin in kcal/mol: 0.0
Net charge: +1
HOMO-LUMO gap in eV: 7.902

---

> Which value of electronic energy does entry 3 give?

-89983.9900 eV

---

> Which of these has the highest electronic energy?

C28H54ClOPPdSi

---

> electronic energy of number 1 (C28H54ClOPPdSi)?

-65123.2830 eV